{
  "formula": "CH4NO2",
  "method": "ωB97M-V/def2-TZVPD",
  "elements": ["C", "N", "O", "O", "H", "H", "H", "H"],
  "xyz": [[2.84, 0.09, 0.08], [-0.13, 0.02, -0.16], [3.51, -0.83, -0.09], [2.20, 1.06, 0.22], [-0.42, 0.60, 0.64], [0.70, 0.47, -0.56], [-0.96, -0.11, -0.76], [0.36, -0.71, 0.26]],
  "e_tot_ev": -6672.4147,
  "e_above_lowest_kj_mol": 37.46,
  "fmax_ev_per_a": 9.75,
  "s_squared": 2.0075,
  "multiplicity": 3,
  "charge": 1,
  "lumo_energy_ev": [-4.06, -10.38]
}